[1]
A molecular structure, C14H14N14O3S2Ti at a distorted geometry, computed with ωB97M-V/def2-TZVPD.

Each line ends with the Mulliken charge.
Element x y z (Å)
1 N -0.0423 -1.5545 -2.5954  0.558
2 O -4.8223 -1.4828 6.2555  -0.668
3 H 3.1169 4.3277 -4.8026  0.317
4 N 2.0466 3.1731 -3.4518  -0.014
5 N -2.9241 1.6649 -2.5508  -0.443
6 H 1.2636 -2.6545 2.3722  0.320
7 N -2.3121 2.7731 -2.0699  -0.468
8 O -3.4233 -0.1381 7.7918  -0.666
9 N 0.3310 -0.4411 0.0120  0.409
10 H 2.3002 2.8962 -5.4917  0.290
11 H -3.1622 -0.7656 -3.2850  0.231
12 C 4.0907 2.4249 -4.3200  -0.437
13 H -1.2008 0.9362 0.1580  0.508
14 Ti 0.8805 0.0769 -1.8812  0.230
15 N -1.0280 2.4752 -1.7788  -0.565
16 O -3.9219 0.6996 5.5370  -0.665
17 N -0.5599 -3.5849 -3.3012  -0.344
18 S 2.0116 2.0156 -1.0224  -0.381
19 C -0.5371 -2.7675 6.0919  -0.362
20 C 2.8621 3.2776 -4.6346  -0.424
21 H 1.3551 0.5244 -3.5165  0.074
22 C -1.3344 -1.5998 -2.9828  0.399
23 H 0.8497 -3.0058 4.4926  0.306
24 H -0.0302 -3.4598 6.7573  0.417
25 H 1.7881 -1.8907 0.0985  0.426
26 C 0.6799 -1.8465 1.9492  -1.004
27 H 1.1476 3.6152 -3.3049  0.253
28 C -0.0520 -2.5121 4.8227  -0.642
29 C -1.9678 0.6984 -2.5377  0.460
30 H 5.0132 3.0122 -4.3134  0.310
31 N -1.6831 -2.8382 -3.4229  -0.434
32 C -1.0493 -0.2046 1.9770  -0.776
33 C -0.6764 0.1468 0.6886  -0.360
34 N -0.7922 1.1671 -2.0683  0.811
35 N 3.8421 1.9224 -2.9931  -0.075
36 C -0.7573 -1.6126 4.0336  0.423
37 N -2.2367 -0.5727 -2.9636  -0.076
38 C 2.6384 2.3732 -2.5007  0.305
39 C -0.3645 -1.2294 2.6532  1.046
40 N -1.8691 -1.0134 4.4969  -0.309
41 H 4.1987 1.5820 -5.0081  0.279
42 C -2.2510 -1.3371 5.7559  0.078
43 H -1.8759 0.3228 2.4511  0.661
44 S -3.7721 -0.4718 6.4074  1.169
45 N 0.4295 -2.8134 -2.8030  -0.678
46 N -1.6353 -2.1990 6.5976  -0.447
47 H 4.4527 1.3158 -2.4598  0.219
48 C 0.9832 -1.4253 0.6598  -0.259

Computed properties:
Charge   0
HOMO level   -7.18 eV
Gap between HOMO and LUMO   3.45 eV


[2]
A molecular structure, C5H7ClIO5 at a distorted geometry, computed with ωB97M-V/def2-TZVPD.

Each line ends with the Mulliken charge.
Element x y z (Å)
1 H 0.3439 -0.3408 2.4968  0.287
2 C -0.8015 -1.8462 -1.2030  -0.714
3 H -1.7814 -2.3702 -1.1206  0.290
4 H -1.0219 -0.0463 1.4051  0.278
5 O 1.0461 -3.0342 -0.3527  -0.555
6 C 0.1353 -2.3120 -0.0641  0.687
7 H 0.7284 0.2847 -0.5407  0.142
8 I 0.0714 2.0395 -2.8202  0.242
9 C 0.9862 0.2826 0.5356  -0.123
10 O -0.6060 3.0325 0.0755  -0.338
11 C 0.4158 2.4620 -0.0167  0.591
12 H -0.9898 -0.7519 -1.2007  0.218
13 O -0.0011 -1.9406 1.2533  -0.352
14 H 2.0223 -0.0507 0.7568  0.225
15 C -0.0025 -0.5085 1.4491  -0.443
16 O 1.1662 2.6363 -1.2126  -0.543
17 Cl -2.2396 2.9189 1.7710  -0.889
18 H -0.3802 -2.1245 -2.1942  0.259
19 O 0.9084 1.6694 0.9822  -0.261

Computed properties:
Charge   -1
HOMO level   -2.89 eV
Gap between HOMO and LUMO   3.97 eV